(1)
The following is a quantum chemistry calculation of C20H40N6O3PPdS as an isolated structure at a distorted geometry, from the Open Molecules 2025 dataset.

As for the orbital gap: 0.2128 Eh. As for the HOMO energy: -3.13 eV. The calculation puts the energy above the lowest of the compared OMol25 structures with the same formula, charge and spin at 1.309 eV. Its LUMO energy is 2.663 eV. Its spin multiplicity is 1. The calculation puts the calculated total energy at -60072.2209 eV. Its largest force on an atom is 1.83 eV/Å. The total charge is -1.

Last column: Löwdin charge in e.
Cartesian coordinates (Å):
Pd  0.104  0.749  1.051  0.270
N  -0.560  -1.683  -0.635  0.021
N  0.604  -2.109  -1.300  -0.009
C  1.747  -1.422  -1.390  -0.414
N  2.762  -1.954  -2.123  0.165
N  1.771  -0.233  -0.827  0.123
N  2.913  0.458  -0.673  -0.433
O  2.816  1.592  -0.258  0.043
O  4.020  -0.057  -0.947  -0.036
H  -1.157  -1.192  -1.298  0.052
H  -0.319  -0.894  0.027  -0.037
H  0.569  -3.049  -1.649  0.131
H  2.738  -2.938  -2.329  0.094
H  3.654  -1.533  -1.890  0.065
C  -1.231  4.658  -0.837  -0.119
C  -1.477  4.019  0.535  -0.593
C  -2.319  4.978  1.377  -0.094
C  -0.090  3.875  1.169  -0.124
P  -2.230  2.244  0.152  0.775
N  -1.319  1.221  -0.540  -0.344
C  -3.711  2.600  -1.059  -0.595
C  -4.507  1.287  -1.117  -0.126
C  -3.120  2.759  -2.471  -0.127
C  -4.671  3.754  -0.778  -0.099
C  -3.151  1.724  1.839  -0.585
C  -2.278  2.007  3.070  -0.131
C  -4.510  2.363  2.118  -0.110
C  -3.279  0.195  1.758  -0.126
H  -0.577  5.530  -0.729  0.077
H  -2.157  5.001  -1.297  0.048
H  -0.743  3.940  -1.499  0.080
H  -1.874  5.978  1.316  0.082
H  -2.338  4.695  2.429  0.054
H  -3.347  5.046  1.019  0.049
H  0.473  4.806  1.033  0.077
H  0.473  3.082  0.671  0.032
H  -0.132  3.677  2.239  0.064
H  -3.822  0.467  -1.342  0.069
H  -5.260  1.339  -1.912  0.075
H  -5.024  1.066  -0.185  0.044
H  -2.254  2.100  -2.570  0.055
H  -2.812  3.777  -2.696  0.052
H  -3.866  2.471  -3.220  0.071
H  -5.144  3.675  0.200  0.045
H  -5.468  3.751  -1.532  0.081
H  -4.170  4.721  -0.838  0.056
H  -2.333  3.048  3.393  0.056
H  -1.240  1.734  2.855  0.012
H  -2.624  1.387  3.906  0.078
H  -4.442  3.453  2.131  0.058
H  -4.859  2.046  3.108  0.080
H  -5.276  2.068  1.400  0.054
H  -2.276  -0.236  1.707  0.031
H  -3.815  -0.141  0.872  0.049
H  -3.795  -0.192  2.645  0.078
C  0.548  -0.418  4.227  -0.226
S  1.404  -0.058  2.648  0.716
O  2.714  0.471  3.065  -0.505
C  1.713  -1.796  2.249  -0.369
C  0.666  -2.689  2.064  -0.113
C  0.939  -4.010  1.752  -0.095
C  2.255  -4.427  1.582  -0.112
C  3.296  -3.520  1.722  -0.093
C  3.026  -2.203  2.066  -0.077
H  1.223  -0.993  4.860  0.053
H  -0.378  -0.954  4.029  0.041
H  0.329  0.541  4.694  0.045
H  -0.359  -2.347  2.151  0.096
H  0.130  -4.720  1.636  0.099
H  2.466  -5.461  1.335  0.091
H  4.319  -3.845  1.569  0.097
H  3.811  -1.468  2.197  0.106

---

(2)
The following is a quantum chemistry calculation of a 4-piece molecular cluster, C20H40NO3 overall at a distorted geometry, from the Open Molecules 2025 dataset.

As for the orbital gap: 0.2697 Eh. As for the HOMO energy: -10.27 eV. The calculation puts the energy above the lowest of the compared OMol25 structures with the same formula, charge and spin at 6.000 eV. Its LUMO energy is -2.932 eV. Its spin multiplicity is 1. The calculation puts the calculated total energy at -29007.4832 eV. Its largest force on an atom is 3.76 eV/Å. The total charge is +1.

Last column: Löwdin charge in e.
Cartesian coordinates (Å):
C  7.064  1.871  0.011  -0.033
C  5.642  2.225  -0.365  -0.166
C  4.439  1.327  0.323  -0.183
C  3.048  1.482  -0.583  -0.307
C  2.046  0.213  -0.311  -0.125
C  0.514  0.783  -0.122  -0.133
N  0.378  1.852  0.939  -0.004
C  1.200  3.098  0.696  -0.125
C  2.348  2.960  -0.466  -0.135
H  7.776  2.628  0.593  0.075
H  7.519  0.824  -0.308  0.076
H  5.420  3.112  -1.130  0.112
H  4.276  1.538  1.462  0.121
H  4.740  0.177  0.217  0.130
H  3.414  1.378  -1.714  0.151
H  2.099  -0.515  -1.250  0.130
H  2.436  -0.397  0.616  0.131
H  0.022  1.109  -1.160  0.170
H  -0.137  -0.146  0.245  0.152
H  0.541  1.499  1.930  0.203
H  -0.643  2.153  0.932  0.193
H  1.613  3.488  1.742  0.160
H  0.443  3.949  0.339  0.134
H  1.928  3.313  -1.514  0.132
H  3.205  3.743  -0.194  0.131
C  0.853  -4.533  -2.663  -0.171
C  -0.549  -4.541  -2.110  -0.174
C  -0.346  -3.972  -0.723  -0.211
O  0.770  -3.074  -0.801  -0.167
C  1.423  -3.267  -2.063  -0.223
H  0.894  -4.544  -3.755  0.120
H  1.403  -5.405  -2.289  0.124
H  -1.184  -3.869  -2.700  0.120
H  -1.014  -5.530  -2.102  0.114
H  -0.092  -4.759  -0.004  0.114
H  -1.226  -3.436  -0.357  0.116
H  1.201  -2.396  -2.690  0.108
H  2.505  -3.323  -1.914  0.119
C  -2.912  7.587  1.234  -0.174
C  -2.317  7.398  -0.137  -0.175
C  -1.266  6.340  0.117  -0.226
O  -1.745  5.528  1.197  -0.172
C  -2.875  6.182  1.792  -0.204
H  -3.918  8.015  1.221  0.122
H  -2.267  8.244  1.831  0.122
H  -3.080  7.010  -0.822  0.121
H  -1.905  8.314  -0.568  0.122
H  -0.318  6.789  0.432  0.119
H  -1.081  5.713  -0.761  0.110
H  -3.772  5.620  1.510  0.119
H  -2.780  6.164  2.881  0.120
C  -3.848  -5.781  1.964  -0.180
C  -4.481  -6.549  0.832  -0.177
C  -3.521  -6.283  -0.307  -0.204
O  -2.221  -6.111  0.275  -0.169
C  -2.372  -5.980  1.696  -0.204
H  -4.152  -6.127  2.954  0.119
H  -4.102  -4.717  1.879  0.116
H  -4.490  -7.619  1.071  0.121
H  -5.504  -6.239  0.609  0.119
H  -3.776  -5.358  -0.834  0.117
H  -3.494  -7.102  -1.032  0.122
H  -2.007  -6.905  2.156  0.122
H  -1.763  -5.147  2.056  0.113

---

(3)
The following is a quantum chemistry calculation of C20H40NO7Se2SiTc as an isolated structure at a distorted geometry, from the Open Molecules 2025 dataset.

As for the orbital gap (alpha / beta): 0.2699 / 0.2741 Eh. As for the HOMO energy (alpha / beta): -4.90 / -5.19 eV. Its expectation value of S² is 3.805. Its LUMO energy (alpha / beta) is 2.440 / 2.265 eV. Its spin multiplicity is 4. The calculation puts the calculated total energy at -177984.3355 eV. Its largest force on an atom is 1.85 eV/Å. The total charge is -1.

Last column: Löwdin charge in e.
Cartesian coordinates (Å):
Tc  0.521  0.259  -0.324  0.965
O  1.995  2.700  0.682  -0.203
C  3.258  3.047  0.180  -0.227
C  3.263  2.945  -1.347  -0.161
N  2.655  1.699  -1.779  -0.202
C  3.561  0.574  -1.842  -0.100
C  2.771  -0.712  -2.220  -0.670
O  3.317  -1.544  -2.925  0.041
O  1.583  -0.776  -1.782  -0.279
C  1.843  1.892  -2.968  -0.092
C  0.465  2.440  -2.522  -0.644
O  -0.078  3.305  -3.188  0.047
O  0.016  1.957  -1.435  -0.261
H  1.314  3.070  0.100  0.057
H  3.968  2.352  0.636  0.117
H  3.534  4.071  0.479  0.121
H  4.285  3.062  -1.743  0.126
H  2.648  3.762  -1.740  0.130
H  3.997  0.417  -0.848  0.123
H  4.381  0.720  -2.567  0.127
H  1.673  0.943  -3.479  0.125
H  2.282  2.590  -3.695  0.130
O  0.947  -2.163  4.177  -0.082
C  1.419  -0.971  4.747  -0.245
C  1.338  0.159  3.702  -0.568
C  1.771  1.475  4.399  -0.234
O  2.315  2.454  3.569  -0.076
C  -0.117  0.239  3.232  -0.498
Se  -0.464  1.401  1.647  0.705
C  2.298  -0.173  2.564  -0.470
Se  1.571  -1.385  1.169  0.695
H  1.186  -2.913  4.728  0.094
H  2.466  -1.072  5.069  0.123
H  0.822  -0.691  5.630  0.128
H  2.546  1.260  5.143  0.124
H  0.897  1.877  4.933  0.122
H  1.747  2.558  2.790  0.024
H  -0.752  0.604  4.040  0.065
H  -0.448  -0.759  2.940  0.015
H  3.194  -0.654  2.957  0.068
H  2.592  0.732  2.038  0.025
C  -1.132  -0.942  -3.065  -0.189
Si  -1.547  -0.855  -1.176  0.750
C  -3.236  0.209  -1.129  -0.624
C  -4.383  -0.530  -1.825  -0.110
C  -3.692  0.539  0.291  -0.136
C  -3.012  1.530  -1.868  -0.112
C  -1.804  -2.746  -0.614  -0.634
C  -2.124  -2.835  0.877  -0.106
C  -2.919  -3.447  -1.391  -0.108
C  -0.516  -3.524  -0.881  -0.124
H  -1.888  -1.458  -3.650  0.018
H  -0.187  -1.455  -3.216  0.012
H  -1.023  0.063  -3.466  0.016
H  -4.794  -1.298  -1.176  0.059
H  -4.057  -0.992  -2.751  0.065
H  -5.190  0.165  -2.063  0.080
H  -3.751  -0.352  0.908  0.056
H  -4.679  1.004  0.271  0.078
H  -3.001  1.231  0.764  -0.009
H  -2.862  1.366  -2.931  0.076
H  -2.142  2.047  -1.476  0.049
H  -3.873  2.190  -1.750  0.083
H  -3.068  -2.344  1.098  0.059
H  -1.337  -2.364  1.463  0.041
H  -2.209  -3.876  1.192  0.081
H  -3.894  -3.080  -1.094  0.053
H  -2.894  -4.520  -1.194  0.080
H  -2.803  -3.300  -2.461  0.068
H  0.329  -3.082  -0.355  -0.012
H  -0.284  -3.544  -1.941  0.078
H  -0.610  -4.556  -0.539  0.081

---

Question: Which of these has the highest largest force on an atom?
Answer: C20H40NO3

---

Question: The highest calculated total energy belongs to which entry?
Answer: C20H40NO3

---

Question: Among the records above, which one has the highest calculated total energy?
Answer: C20H40NO3